(1)
2 unconnected molecules or ions with the total composition C4H13NO. Source: the Open Molecules 2025 dataset; level of theory: ωB97M-V with the def2-TZVPD basis set.

ORCA input file:
```
! wB97M-V def2-TZVPD RIJCOSX def2/J DEFGRID3
* xyz 0 1
C 2.06985 0.41854 0.34594
C 0.88224 -0.47244 -0.11513
N -0.11910 -0.48943 0.91648
C -1.23710 -1.39357 0.70699
C -2.56767 -0.65593 0.72372
H 2.17567 0.03659 1.35878
H 1.80358 1.43152 0.17778
H 2.95576 0.15064 -0.13648
H 0.42837 -0.02533 -0.99370
H 1.24292 -1.46351 -0.38488
H -0.42256 0.29159 1.46883
H -1.15133 -1.80315 -0.29384
H -1.22251 -2.23207 1.40657
H -3.42094 -1.31730 0.68827
H -2.64092 -0.13736 1.68805
H -2.62242 0.07518 -0.07595
H 0.32008 1.41190 -2.00291
H 0.67786 2.95395 -2.02777
O 0.96395 2.07789 -2.26636
*
```

Output
energy above the lowest of the compared OMol25 structures with the same formula, charge and spin = 1.138 eV
HOMO level = -8.31 eV
LUMO = 0.85 eV
calculated total energy = -7895.523 eV
gap between HOMO and LUMO = 9.154 eV

Mulliken population analysis, charges in e, atoms 1 to 6: number 1, C, carries -1.17; number 2, C, carries -0.07; number 3, N, carries -0.26; number 4, C, carries -0.43; number 5, C, carries -1.15; number 6, H, carries 0.42

=====

(2)
2 unconnected molecules or ions with the total composition C4H11NS. Source: the Open Molecules 2025 dataset; level of theory: ωB97M-V with the def2-TZVPD basis set.

ORCA input file:
```
! wB97M-V def2-TZVPD RIJCOSX def2/J DEFGRID3
* xyz -1 2
C 2.54487 0.76702 -1.70489
S 2.76528 2.64745 -1.47435
C 0.99788 3.06640 -1.61220
H 1.63987 0.52111 -1.14188
H 3.42039 0.27369 -1.29422
H 2.47111 0.70069 -2.79816
H 0.47308 2.48358 -2.37662
H 0.45226 2.78665 -0.71100
H 0.76899 4.12595 -1.76909
C -1.35010 -2.72421 1.14499
C -2.67501 -1.47328 2.62862
N -2.24995 -1.59270 1.45075
H -0.53763 -2.39027 0.50645
H -2.06695 -3.42217 0.71166
H -0.97562 -3.09110 2.12306
H -3.49249 -0.78414 2.79947
H -2.18598 -1.89467 3.51740
*
```

Output
energy above the lowest of the compared OMol25 structures with the same formula, charge and spin = 2.640 eV
HOMO level (alpha / beta) = 1.26 / -5.21 eV
LUMO (alpha / beta) = 3.37 / 3.35 eV
calculated total energy = -16648.842 eV
gap between HOMO and LUMO (alpha / beta) = 2.112 / 8.562 eV

Mulliken population analysis, charges in e, atoms 1 to 6: number 1, C, carries -1.21; number 2, S, carries -0.12; number 3, C, carries -1.43; number 4, H, carries -0.16; number 5, H, carries 0.87; number 6, H, carries 0.23

=====

(3)
A molecular structure, C5H15InP. Source: the Open Molecules 2025 dataset; level of theory: ωB97M-V with the def2-TZVPD basis set.

ORCA input file:
```
! wB97M-V def2-TZVPD RIJCOSX def2/J DEFGRID3
* xyz -1 1
C 0.58317 -1.07835 2.20956
C -0.17644 0.24163 2.30427
P -0.72892 1.05782 0.71402
C -1.47333 -0.42875 -0.14913
C -2.25113 -0.01507 -1.39461
In 1.53616 1.37456 -0.49266
C 1.60681 0.11661 -2.31321
H -0.04565 -1.86591 1.78657
H 1.46722 -0.97722 1.57754
H 0.92027 -1.41664 3.19578
H 0.43524 0.98683 2.82336
H -1.06116 0.10353 2.94017
H -0.71329 -1.16580 -0.42630
H -2.14360 -0.92387 0.56400
H -1.57781 0.32230 -2.18751
H -2.86073 -0.82990 -1.79715
H -2.91491 0.82505 -1.17193
H 2.82619 0.90204 0.63238
H 1.69412 3.08921 -0.89349
H 0.63732 -0.33452 -2.54885
H 1.91561 0.71681 -3.17322
H 2.32486 -0.70034 -2.19961
*
```

Output
HOMO level = -3.36 eV
LUMO = 3.40 eV
calculated total energy = -19890.379 eV
gap between HOMO and LUMO = 6.759 eV

Mulliken population analysis, charges in e, atoms 1 to 6: number 1, C, carries -0.92; number 2, C, carries -0.68; number 3, P, carries -0.12; number 4, C, carries -0.59; number 5, C, carries -1.25; number 6, In, carries 0.50

=====

(4)
A molecular structure, C26H28BIrNO3P2. Source: the Open Molecules 2025 dataset; level of theory: ωB97M-V with the def2-TZVPD basis set.

ORCA input file:
```
! wB97M-V def2-TZVPD RIJCOSX def2/J DEFGRID3
* xyz 2 6
C -2.32275 2.57471 -3.18402
C -2.11053 1.34487 -2.56543
C -0.76328 0.93016 -2.36544
C 0.26086 1.89483 -2.35182
C 0.03888 3.12228 -2.97880
C -1.24001 3.42463 -3.45408
C 1.43645 1.49959 -1.53005
C 1.87578 0.17229 -2.03526
C 0.84399 -0.78152 -2.07436
C 1.15739 -2.16481 -2.02235
C 2.46143 -2.54979 -2.32110
C 3.44717 -1.57925 -2.55036
C 3.17505 -0.22412 -2.35773
H -3.34219 2.87847 -3.42764
H 0.87768 3.81523 -3.08716
H -1.40442 4.35015 -4.00373
H 2.22439 2.24613 -1.47429
H 2.70506 -3.61299 -2.35834
H 4.44794 -1.88893 -2.85141
H 3.94844 0.54288 -2.46288
N -0.48161 -0.37359 -1.98995
Ir -0.71404 -0.29862 0.43992
C -3.19703 0.51302 -1.94025
H -3.20605 -0.52172 -2.31839
H -4.19110 0.95755 -2.08505
C 0.08113 -3.09244 -1.53555
H -0.82026 -3.03735 -2.16676
H 0.43599 -4.12949 -1.47863
P -2.85723 0.39812 -0.10385
P -0.49102 -2.55538 0.15958
C 0.72110 -3.25065 1.31276
H 0.33657 -3.13706 2.33485
H 0.87800 -4.31436 1.08841
H 1.66400 -2.69931 1.23584
C -2.00426 -3.52209 0.39866
H -1.74529 -4.59028 0.43502
H -2.47154 -3.22294 1.34590
H -2.69738 -3.33644 -0.43221
C -3.10179 2.06479 0.57787
H -4.02434 2.51578 0.18927
H -3.16741 1.98393 1.67109
H -2.24580 2.69680 0.31818
C -4.23935 -0.57943 0.53608
H -4.14186 -0.65378 1.62646
H -5.18562 -0.07915 0.28596
H -4.22790 -1.58396 0.09622
C -1.30780 -0.53770 2.18522
O -1.66362 -0.71625 3.28408
H 0.95523 1.25286 -0.46927
O 1.80859 -0.37657 2.16559
B 0.85218 0.43817 1.50510
O 1.08004 1.79594 1.83635
C 2.15257 1.79445 2.67871
C 2.51091 2.81297 3.53874
C 3.35391 2.48273 4.60722
C 3.77936 1.17002 4.81729
C 3.39854 0.14088 3.95007
C 2.59258 0.47715 2.88361
H 2.10232 3.80792 3.39772
H 3.66702 3.27216 5.29245
H 4.40780 0.93310 5.67431
H 3.68711 -0.89464 4.10766
*
```

Output
HOMO level (alpha / beta) = -10.96 / -13.79 eV
LUMO (alpha / beta) = -5.49 / -9.81 eV
calculated total energy = -57126.171 eV
gap between HOMO and LUMO (alpha / beta) = 5.473 / 3.980 eV

Mulliken population analysis, charges in e, atoms 1 to 6: number 1, C, carries -0.90; number 2, C, carries 0.18; number 3, C, carries 0.79; number 4, C, carries 0.10; number 5, C, carries -0.94; number 6, C, carries -0.62

=====

(5)
A molecular structure, C10H14CuO4. Source: the Open Molecules 2025 dataset; level of theory: ωB97M-V with the def2-TZVPD basis set.

ORCA input file:
```
! wB97M-V def2-TZVPD RIJCOSX def2/J DEFGRID3
* xyz 1 1
C 2.92670 -0.15946 0.15624
C 1.86354 0.36536 1.29835
O 1.06816 -0.70342 1.92233
C 0.48880 -1.59741 0.90766
C -0.71757 -1.32158 0.08091
C -1.76483 -0.05899 0.03238
C -1.81330 0.85572 1.39203
C -1.55763 0.83263 -1.36379
C -0.98053 2.34357 -1.09575
C -0.84889 -2.64810 -0.88582
O -1.65528 -2.58729 -1.96049
O -0.00009 -3.74371 -0.39057
C 1.02535 -3.10627 0.45040
O 2.19160 -3.72393 0.75052
H 3.91681 0.47170 0.27898
H 2.46444 0.11342 -0.88634
H 3.20422 -1.29823 0.25617
H 1.13009 1.12997 0.76617
H 2.43341 0.99857 2.12974
H -2.85221 -0.53817 -0.08238
H -0.77059 1.14781 1.83555
H -2.38399 0.20995 2.21594
H -2.46063 1.85140 1.28216
H -0.92761 0.23747 -2.16517
H -2.63656 0.96875 -1.85350
H -1.01114 2.90128 -2.15080
H -1.64408 3.00484 -0.37853
H 0.16401 2.32702 -0.79363
Cu 1.14779 1.72710 -1.74876
*
```

Output
HOMO level = -13.55 eV
LUMO = -6.12 eV
calculated total energy = -63410.437 eV
gap between HOMO and LUMO = 7.433 eV

Mulliken population analysis, charges in e, atoms 1 to 6: number 1, C, carries -0.51; number 2, C, carries 0.31; number 3, O, carries -0.41; number 4, C, carries 0.46; number 5, C, carries 0.01; number 6, C, carries 0.42

=====

(6)
C4H11NP2 in the gas phase. Source: the Open Molecules 2025 dataset; level of theory: ωB97M-V with the def2-TZVPD basis set.

ORCA input file:
```
! wB97M-V def2-TZVPD RIJCOSX def2/J DEFGRID3
* xyz 0 1
C 3.43775 0.72206 0.36430
C -2.34248 -1.25926 0.47866
C 2.22925 1.00216 -0.36727
C -2.86873 0.10461 0.71296
N -0.26365 1.21676 -0.65795
P 0.60018 0.41299 0.41343
P -2.02279 1.59515 -0.12235
H 3.89465 -0.24311 0.11154
H 4.19037 1.36971 0.10027
H 3.35325 0.79960 1.40171
H -1.31767 -1.32895 0.56885
H -2.73841 -1.85194 1.28665
H -2.75920 -1.71590 -0.50762
H 2.38630 0.83058 -1.41519
H 1.92088 2.00828 -0.33782
H -2.80052 0.15521 1.86791
H -3.98314 0.22485 0.52582
H -2.69336 1.63049 -1.39216
*
```

Output
energy above the lowest of the compared OMol25 structures with the same formula, charge and spin = 1.732 eV
HOMO level = -8.39 eV
LUMO = -0.31 eV
calculated total energy = -24391.669 eV
gap between HOMO and LUMO = 8.081 eV

Mulliken population analysis, charges in e, atoms 1 to 6: number 1, C, carries -1.27; number 2, C, carries -0.96; number 3, C, carries -0.51; number 4, C, carries -0.47; number 5, N, carries -0.25; number 6, P, carries 0.10

=====

The max |F| results, record by record, are as follows: 0.0569; 0.0419; 0.0036; 0.0906; 0.1928; 0.0836 Eh/bohr.